No. 1
A 2-piece molecular cluster, C7H5N4O2 overall at a distorted geometry, computed with wB97M-V/def2-TZVPD.

Properties
Total energy ... -639.15192 a.u.
HOMO level (alpha / beta) ... -4.45 / -4.45 eV
Lowest unoccupied orbital energy (alpha / beta) ... 0.128 / 0.128 Eh

The geometry in ORCA input format:
```
! RIJCOSX wB97M-V def2-TZVPD def2/J DEFGRID3
* xyz -1 1
C -0.077 1.622 -1.646
C 0.552 1.360 1.343
C -1.662 -1.549 -0.425
C -1.405 -0.285 0.389
C 1.530 -0.824 0.772
C 0.891 0.691 -1.146
C 0.865 0.415 0.374
N -0.788 2.379 -2.122
N 0.327 1.903 2.345
N -1.961 0.202 1.570
N -2.255 0.850 0.547
O -0.786 -2.065 -1.120
O -2.825 -1.850 -0.054
H 1.885 -0.872 1.779
H 0.822 -1.673 0.517
H 2.349 -0.993 0.082
H 0.668 -0.219 -1.737
H 1.871 0.906 -1.467
*
```

What are the Mulliken partial charges on each atom? They are as follows, in elementary charge units: 0.24 0.27 0.46 0.81 -1.43 -0.51 0.54 -0.53 -0.63 -0.36 -0.27 -0.66 -0.69 0.37 0.23 0.36 0.29 0.51

No. 2
One molecule with the formula C2H5N at a distorted geometry, computed with wB97M-V/def2-TZVPD.

Properties
Total energy ... -133.75790 a.u.
HOMO level (alpha / beta) ... -5.18 / -10.75 eV
Lowest unoccupied orbital energy (alpha / beta) ... 0.046 / -0.081 Eh

The geometry in ORCA input format:
```
! RIJCOSX wB97M-V def2-TZVPD def2/J DEFGRID3
* xyz 0 3
C -0.222 0.511 -0.117
C 0.230 -0.971 0.084
N 0.480 1.559 -0.023
H -1.362 0.544 -0.325
H -0.242 -1.398 1.012
H 1.267 -0.967 0.161
H -0.244 -1.756 -0.572
H 0.093 2.477 -0.219
*
```

What are the Mulliken partial charges on each atom? They are as follows, in elementary charge units: -0.05 -0.87 -0.39 0.28 0.23 0.30 0.25 0.25

> Which of these has the lowest total energy?

C7H5N4O2